This record from OMol25 describes a structure of composition C24H27N10PReS3 at a distorted geometry. The level of theory is wB97M-V/def2-TZVPD.

Structure (XYZ):
```
66
C24H27N10PReS3 (wB97M-V/def2-TZVPD)
C 0.540 -3.470 -3.347
H -3.058 0.101 4.467
C 0.310 -3.155 -2.037
H 2.748 0.890 0.909
H 1.779 -1.588 -5.637
C 0.657 -2.464 5.259
C -0.084 2.860 3.176
H -1.776 3.856 2.668
C -0.928 0.960 -2.715
C 0.503 -1.302 -3.128
C 3.293 2.153 -3.483
N 0.286 -1.805 -1.914
P 0.638 0.476 -3.518
C -2.572 1.270 -1.368
N -1.378 0.641 -1.500
H 2.985 -3.297 2.964
H -1.692 -1.339 5.962
H 4.220 2.694 -3.316
N -1.245 3.473 3.432
H -2.486 2.936 -4.924
N -0.583 -0.569 2.320
N 2.833 1.588 -2.242
H -1.574 1.499 -5.402
H 0.362 -2.654 6.278
S 1.714 -1.961 0.902
N 0.653 2.409 4.194
H 0.437 2.620 5.155
N 1.532 0.532 -0.803
H 4.354 2.194 -0.884
C 0.164 -1.395 3.104
H -1.513 3.745 4.365
C -1.689 -0.046 2.824
C -2.434 -2.650 0.632
H -3.179 1.183 -0.494
C -1.635 2.307 -4.671
H -1.916 1.400 1.288
H 1.535 1.973 3.991
C -2.538 0.816 1.965
S -3.587 -3.607 1.110
H -3.166 1.465 2.569
C 0.852 -2.126 -5.434
Re -0.091 -0.750 -0.091
H 0.165 -3.805 -1.195
C 2.116 -2.826 3.399
C 3.423 1.685 -1.028
H -0.726 2.907 -4.734
S 0.414 2.607 1.596
H 2.550 2.848 -3.880
H 2.443 -3.629 5.355
H -3.670 2.602 -2.757
N 0.658 -2.299 -4.020
N -1.567 -1.917 0.290
C 1.302 -2.060 2.582
H 0.899 -3.099 -5.914
C 2.613 1.025 -0.145
H -3.192 0.170 1.380
H 0.624 -4.422 -3.829
C 1.695 0.882 -2.084
C 1.800 -3.019 4.741
C -0.174 -1.652 4.463
N -1.798 1.776 -3.345
C -2.837 1.981 -2.504
H 3.472 1.371 -4.224
C -2.123 -0.317 4.135
H 0.019 -1.565 -5.861
C -1.375 -1.108 4.956
```

Output
Gap between HOMO and LUMO (alpha / beta): 7.40 / 5.94 eV
HOMO energy (alpha / beta): -12.6 / -12.7 eV
Spin multiplicity: 4
LUMO energy (alpha / beta): -5.15 / -6.77 eV
⟨S²⟩: 3.7900
Total charge: +2